Record 1
Below is C16H40AsO2P2S7SbTc as an isolated structure, with properties calculated with the ωB97M-V functional and the def2-TZVPD basis.

```
70
C16H40AsO2P2S7SbTc (the ωB97M-V functional and the def2-TZVPD basis)
Tc 0.5130 0.5673 0.2193
C 0.3387 0.3620 -5.8912
C 0.2407 -0.0211 -4.4396
O 1.2529 0.6994 -3.6463
P 1.0774 2.1392 -3.0756
S 1.7011 2.0325 -0.9979
S -0.6050 2.9868 -3.2933
O 2.2703 2.9533 -3.6450
C 3.5829 2.4555 -4.1058
C 4.3665 1.7125 -3.0546
H -0.4313 -0.1695 -6.4548
H 1.3105 0.0919 -6.3079
H 0.1776 1.4324 -6.0227
H 0.4759 -1.0681 -4.2800
H -0.7372 0.1919 -4.0175
H 4.0904 3.3617 -4.4106
H 3.3943 1.8449 -4.9839
H 4.5580 2.3388 -2.1815
H 5.3261 1.4220 -3.4858
H 3.8550 0.8002 -2.7385
S -2.4614 -0.8405 4.0626
Sb -2.0517 1.3304 4.9355
S -1.0265 2.3160 2.8732
S 0.3196 0.8528 2.3689
S -0.6806 -0.5702 5.2121
C -3.6275 1.0688 -2.6305
As -2.8207 1.2602 -0.9178
C -4.1913 0.8879 0.3478
C -2.2343 3.0554 -0.6920
S -1.3507 -0.3684 -0.6360
H -4.2398 1.9566 -2.7787
H -4.2507 0.1803 -2.6175
H -2.8676 1.0083 -3.4048
H -5.0808 1.4342 0.0384
H -3.8665 1.2023 1.3358
H -4.3878 -0.1796 0.3360
H -3.1394 3.6244 -0.4785
H -1.7696 3.3801 -1.6157
H -1.5421 3.1414 0.1343
C 2.4574 -3.1370 2.7577
C 1.4287 -2.1695 2.1610
C 0.0340 -2.8019 2.0425
P 1.8886 -1.3941 0.5578
C 1.6678 -2.6029 -0.7980
C 2.2869 -2.0462 -2.0837
C 2.1704 -4.0236 -0.5132
C 3.6311 -0.7934 0.5778
C 4.7045 -1.8909 0.5357
C 3.8761 0.1679 1.7503
H 2.0240 -3.5553 3.6698
H 3.3796 -2.6323 3.0406
H 2.7033 -3.9697 2.1007
H 1.3464 -1.3272 2.8477
H 0.0278 -3.6662 1.3757
H -0.7195 -2.0927 1.6905
H -0.2804 -3.1483 3.0286
H 0.5823 -2.6427 -0.9269
H 3.3760 -2.1061 -2.0538
H 2.0125 -1.0101 -2.2809
H 1.9512 -2.6464 -2.9316
H 3.2098 -4.0439 -0.1954
H 2.1024 -4.5931 -1.4428
H 1.5739 -4.5472 0.2303
H 3.6949 -0.2193 -0.3489
H 4.6678 -2.5582 1.3936
H 5.6799 -1.3991 0.5461
H 4.6587 -2.4942 -0.3687
H 3.7680 -0.3316 2.7178
H 3.2137 1.0321 1.7516
H 4.8967 0.5486 1.6863
```

Computed properties:
- 2S+1: 2
- Molecular weight: 845.6 g/mol
- Net charge: +2
- Relative energy (zero: lowest compared OMol25 entry of this formula, charge and spin): 96.36 kJ/mol
- Frontier orbital gap (alpha / beta): 6.2 / 5.8 eV
- Calculated total energy: -185325.5603 eV

=====

Record 2
Below is a 9-piece molecular cluster, C16H43O12P overall in a non-equilibrium geometry, with properties calculated with the ωB97M-V functional and the def2-TZVPD basis.

```
72
C16H43O12P (the ωB97M-V functional and the def2-TZVPD basis)
C -3.0739 1.6305 3.5897
C -2.3900 0.6875 3.8659
C -1.6652 -0.5923 4.0314
C -0.1861 -0.5074 3.5559
C -0.0107 0.3050 2.2566
C -0.7271 -0.2745 1.0443
O -2.1820 -0.3401 1.0525
C -2.3849 -0.9742 -0.1715
O -2.9934 -1.9473 -0.3893
O -1.6615 -0.2170 -1.0651
C -0.5615 0.3924 -0.3440
P -1.0022 2.2192 -0.2258
O -0.0769 3.1031 -0.9906
H -3.7396 2.3767 3.2232
H -1.7506 -0.9708 5.0548
H -2.1578 -1.3479 3.4053
H 0.1736 -1.5296 3.3673
H 0.3834 -0.0754 4.3855
H 1.0649 0.2484 2.0208
H -0.2256 1.3575 2.4553
H -0.4659 -1.3463 0.9474
H 0.3983 0.1782 -0.8175
H -1.0692 2.6580 1.1161
H -2.3101 2.3847 -0.7541
C 2.4552 4.4348 -3.3130
O 1.1364 4.0093 -3.6387
H 3.0395 4.4925 -4.2274
H 2.4242 5.4219 -2.8447
H 2.9227 3.7180 -2.6319
H 0.6375 3.9660 -2.8116
C 4.7334 7.5498 -3.3690
O 4.9488 6.4587 -4.2575
H 4.8529 7.1891 -2.3501
H 5.4629 8.3420 -3.5568
H 3.7219 7.9459 -3.4929
H 4.8395 6.7925 -5.1521
C -5.2349 -3.4616 2.0395
O -3.9620 -3.3822 2.6660
H -5.9807 -3.6943 2.7958
H -5.4758 -2.5044 1.5709
H -5.2228 -4.2517 1.2839
H -3.3296 -3.1769 1.9707
C -1.4776 -5.8730 2.0041
O -1.0467 -5.6319 0.6655
H -0.9435 -6.7384 2.3919
H -1.2615 -4.9987 2.6258
H -2.5492 -6.0800 2.0187
H -1.5317 -4.8690 0.3377
C 1.3923 1.8579 -7.0096
O 0.9412 3.1967 -7.1591
H 1.5926 1.4385 -7.9934
H 2.3113 1.8409 -6.4167
H 0.6224 1.2663 -6.5134
H 0.7725 3.5349 -6.2708
C 1.9246 -4.5801 2.4169
O 1.4637 -4.3918 3.7544
H 2.5113 -3.7127 2.1207
H 2.5508 -5.4726 2.3553
H 1.0644 -4.6768 1.7505
H 0.9509 -5.1685 3.9939
C -1.7796 0.9673 -5.1671
O -2.6813 0.0422 -4.5713
H -1.9258 0.9589 -6.2448
H -1.9781 1.9721 -4.7846
H -0.7497 0.6803 -4.9405
H -2.5207 0.0837 -3.6228
C 3.4736 -1.9846 5.5779
O 2.0909 -2.0289 5.8961
H 4.0132 -1.4973 6.3868
H 3.8581 -3.0007 5.4555
H 3.6228 -1.4166 4.6543
H 1.6442 -2.4656 5.1628
```

Computed properties:
- Molecular weight: 458.5 g/mol
- Net charge: 0
- Frontier orbital gap: 9.9 eV
- Calculated total energy: -51142.0951 eV

=====

Record 3
Below is one molecule with the formula C4H7NO2 in a non-equilibrium geometry, with properties calculated with the ωB97M-V functional and the def2-TZVPD basis.

```
14
C4H7NO2 (the ωB97M-V functional and the def2-TZVPD basis)
O 1.8573 1.3498 -0.0390
N 1.8567 0.0698 -0.3565
C 0.5974 -0.2124 -0.3495
C -0.0978 -1.4986 -0.6433
C -1.3201 -0.9082 0.1053
C -0.6110 0.4096 0.1523
O -0.4777 1.6716 1.2863
H 2.6888 1.9266 0.5059
H 0.3514 -2.3969 -0.2194
H -0.2756 -1.6489 -1.7105
H -1.4248 -1.2714 1.1283
H -2.2872 -0.9520 -0.3919
H -1.0664 1.1619 -0.5144
H 0.2088 2.2990 1.0463
```

Computed properties:
- Molecular weight: 101.1 g/mol
- Net charge: 0
- Relative energy (zero: lowest compared OMol25 entry of this formula, charge and spin): 603.25 kJ/mol
- Frontier orbital gap: 9.5 eV
- Calculated total energy: -9841.0275 eV

=====

Record 4
Below is C23H28N2O5S as an isolated structure in a non-equilibrium geometry, with properties calculated with the ωB97M-V functional and the def2-TZVPD basis.

```
59
C23H28N2O5S (the ωB97M-V functional and the def2-TZVPD basis)
C 5.7432 -0.5296 -0.8168
H 5.3290 -1.1047 -1.6873
O 5.3000 -0.6899 0.3420
C 3.9071 -0.4458 0.5768
C 3.0272 -0.0352 -0.4982
C 1.6379 0.3859 0.0355
C 1.1289 0.1235 1.4527
C 2.0600 -0.2619 2.1113
C 3.3256 -0.5917 1.8017
H 4.0855 -1.0805 2.6228
H 1.6897 -0.2521 3.2635
O -0.2073 0.6373 1.3972
C -0.5518 0.3344 2.7135
H 0.0186 1.2853 3.4995
H -1.6196 0.8332 2.6480
H -0.6102 -0.5279 3.3683
N 0.8652 0.9021 -0.8974
S 0.1217 2.4997 -0.4826
O 1.0242 3.2116 0.4533
O 0.0537 3.3414 -1.6730
C -1.5764 2.2789 -0.1097
C -2.5121 1.5865 -0.5920
C -3.7105 1.4656 -0.2623
C -4.2041 2.0686 0.9887
C -3.2726 3.0017 1.2817
C -1.8729 2.9866 1.0947
H -1.2367 3.3949 1.6322
H -3.5765 3.5225 2.3683
H -5.2438 1.8743 1.2541
H -4.3506 0.6865 -0.8048
H -2.0464 1.1063 -1.6924
C 0.6459 0.5243 -2.4143
H 0.3418 1.4092 -2.8889
H 1.6119 0.0831 -2.7213
C -0.3558 -0.6804 -2.3510
O -1.0910 -0.5225 -3.2150
N -0.1709 -1.4838 -1.5145
H 0.4673 -1.2674 -0.3466
C -1.1724 -2.4927 -1.0540
H -1.9715 -2.3965 -1.8125
C -1.7807 -2.3929 0.4405
H -2.2381 -1.1972 0.7085
C -0.9973 -3.0322 1.2893
H 0.0384 -2.6706 1.3209
H -1.4085 -2.9941 2.1962
C -0.7578 -4.3932 0.5115
H -0.2223 -5.2324 0.9944
C -0.3446 -4.0584 -0.8452
H -0.7557 -4.5374 -1.7458
H 0.4769 -3.7377 -0.8870
C -2.3867 -4.6014 0.4396
H -2.6362 -5.2757 -0.3864
H -2.5373 -5.0680 1.3164
C -2.9993 -3.3445 0.4291
H -3.5558 -3.2556 -0.4543
H -3.6589 -2.9286 1.3940
H 3.3217 0.2855 -1.4152
H 6.6466 -0.8576 -0.7886
H 5.6985 0.6331 -1.1248
```

Computed properties:
- Molecular weight: 444.6 g/mol
- Net charge: 0
- Relative energy (zero: lowest compared OMol25 entry of this formula, charge and spin): 2202.33 kJ/mol
- Frontier orbital gap: 8.1 eV
- Calculated total energy: -48336.8330 eV

=====

Record 5
Below is a 2-piece molecular cluster, C3H8Cl2N3 overall in a non-equilibrium geometry, with properties calculated with the ωB97M-V functional and the def2-TZVPD basis.

```
16
C3H8Cl2N3 (the ωB97M-V functional and the def2-TZVPD basis)
C 2.3883 -0.5332 0.1775
C -2.1264 1.0492 1.1700
C -2.2338 0.4157 0.0231
N 2.6887 -1.6004 0.9135
N 0.9281 0.6108 -1.3243
N 1.2378 -0.3735 -0.4131
Cl 3.6008 0.6762 0.0174
Cl -1.6808 -1.2228 -0.1862
H -2.5188 2.0452 1.2731
H -1.6686 0.6073 2.0386
H -0.0456 0.8830 -1.2515
H -2.7167 0.7993 -0.8624
H 2.0601 -2.3832 0.9887
H 3.5983 -1.6779 1.3425
H 1.5509 1.4094 -1.2690
H 0.4395 -1.0275 -0.2894
```

Computed properties:
- Molecular weight: 157.0 g/mol
- Net charge: +1
- Relative energy (zero: lowest compared OMol25 entry of this formula, charge and spin): 84.66 kJ/mol
- Frontier orbital gap: 10.3 eV
- Calculated total energy: -32747.9883 eV

=====

Record 6
Below is a 2-piece molecular cluster, C2H5NS2 overall in a non-equilibrium geometry, with properties calculated with the ωB97M-V functional and the def2-TZVPD basis.

```
10
C2H5NS2 (the ωB97M-V functional and the def2-TZVPD basis)
C 0.3366 -0.3322 0.2192
C -1.9047 -0.8214 -0.7473
N 2.5222 1.4651 0.1111
S 0.2993 -0.2330 1.9592
S 0.9350 1.3919 0.4188
H 1.0893 -0.9064 -0.3323
H -1.6299 -1.7144 -1.1353
H -2.2658 -0.1314 -1.3995
H -2.3557 -0.9537 0.2772
H 2.9737 2.2354 0.6289
```

Computed properties:
- Molecular weight: 107.2 g/mol
- Net charge: 0
- Relative energy (zero: lowest compared OMol25 entry of this formula, charge and spin): 558.49 kJ/mol
- Frontier orbital gap (alpha / beta): 7.7 / 7.7 eV
- Calculated total energy: -25310.0377 eV

=====

Record 7
Below is a 5-piece molecular cluster, C3H16O4S overall in a non-equilibrium geometry, with properties calculated with the ωB97M-V functional and the def2-TZVPD basis.

```
24
C3H16O4S (the ωB97M-V functional and the def2-TZVPD basis)
C 2.1563 0.8680 0.0631
C 1.4777 0.0965 1.1737
C 0.6911 -1.0997 0.5332
S -0.4324 -2.1741 1.5777
H 2.7721 1.7206 0.4716
H 1.5136 1.3956 -0.6001
H 2.8066 0.2455 -0.4301
H 2.2684 -0.2432 1.8649
H 0.7814 0.7564 1.7734
H 1.4093 -1.7467 0.0145
H 0.2209 -0.8140 -0.5073
H -1.4902 -1.3909 1.4883
H -1.3641 -2.3431 -3.0155
H -0.8599 -2.6011 -1.5207
O -0.6598 -2.5745 -2.4346
H -2.9022 2.0222 -0.0790
H -2.2675 1.6508 -1.4824
O -2.1934 1.8700 -0.6208
H -0.5315 3.1539 0.5549
H 0.8581 4.0195 0.3704
O 0.2521 3.7133 1.0130
H 0.0139 -0.3080 -2.0558
H -0.0969 0.7308 -0.9895
O -0.1695 0.6599 -1.9228
```

Computed properties:
- 2S+1: 2
- Molecular weight: 148.2 g/mol
- Net charge: -1
- Relative energy (zero: lowest compared OMol25 entry of this formula, charge and spin): 222.73 kJ/mol
- Frontier orbital gap (alpha / beta): 2.5 / 9.5 eV
- Calculated total energy: -22393.5800 eV

=====

Record 8
Below is a 9-piece molecular cluster, C48H55N9O17 overall in a non-equilibrium geometry, with properties calculated with the ωB97M-V functional and the def2-TZVPD basis.

```
129
C48H55N9O17 (the ωB97M-V functional and the def2-TZVPD basis)
C -54.0366 -42.1996 -32.0872
C -54.3693 -43.6618 -31.7934
C -54.9464 -43.6841 -30.3371
C -55.4658 -45.1083 -29.8764
C -56.7418 -45.2921 -30.7633
C -56.3915 -45.2815 -32.3279
N -55.3644 -44.2670 -32.6228
O -55.2853 -43.8803 -33.8171
C -57.7168 -45.0526 -33.1219
C -55.7405 -46.7304 -32.7397
C -53.0340 -44.5939 -31.9264
H -53.3056 -41.8400 -31.6386
H -55.0028 -41.6873 -32.1966
H -53.8485 -42.3126 -33.0885
H -55.6013 -42.9747 -30.0450
H -53.9791 -43.5859 -29.8138
H -55.6784 -44.9251 -28.8565
H -54.7422 -45.8431 -29.6844
H -57.5127 -44.4571 -30.3333
H -57.3035 -46.2102 -30.5598
H -58.3893 -45.8204 -32.8190
H -57.7603 -44.9186 -34.1797
H -58.2849 -44.2412 -32.7203
H -54.8131 -46.8525 -32.2592
H -55.5683 -46.8172 -33.9029
H -56.2038 -47.5120 -32.6398
H -53.0844 -45.4947 -31.7550
H -52.2595 -44.3513 -31.3671
H -52.5303 -44.3435 -32.9691
N -51.7759 -48.4316 -32.2811
O -51.7388 -47.8925 -33.4619
O -51.6352 -49.7094 -32.2112
O -52.1081 -47.8162 -31.2522
C -51.9509 -47.2290 -37.6360
C -52.5607 -46.4134 -36.5002
C -52.8624 -44.9363 -36.6327
C -52.4740 -44.2438 -37.8431
C -52.0529 -45.1423 -39.1492
C -51.6740 -46.6184 -38.9418
N -52.5491 -42.8282 -38.0819
O -52.5290 -42.1318 -37.0657
O -52.4887 -42.4418 -39.1923
H -51.5333 -48.0847 -37.2147
H -52.8537 -46.8840 -35.5639
H -53.2048 -44.4382 -35.8010
H -51.8233 -44.6246 -40.0754
H -51.1913 -47.2439 -39.6499
C -49.2379 -48.4112 -27.4681
C -49.9285 -48.7430 -28.7583
C -49.5307 -50.0686 -29.5600
C -48.1882 -50.8579 -29.2009
C -47.4908 -50.3549 -27.9273
C -48.0509 -49.1833 -27.1031
N -47.7064 -51.8853 -30.1535
O -48.4831 -52.2697 -31.1233
O -46.5711 -52.2805 -29.9214
H -49.5217 -47.5315 -26.8023
H -50.7363 -48.4622 -28.9065
H -49.8821 -50.3481 -30.6118
H -46.5928 -50.9042 -27.8648
H -47.6436 -49.0060 -25.9987
C -53.9386 -50.1892 -35.5340
C -55.4571 -50.5042 -35.5732
C -55.7931 -51.8574 -35.9789
C -54.7459 -52.9114 -36.4850
C -53.3301 -52.5087 -36.3135
C -52.9475 -51.1107 -35.8256
N -55.1913 -54.0978 -37.1087
O -54.2851 -54.7859 -37.7172
O -56.3689 -54.5132 -37.0923
H -53.7571 -49.0872 -35.2877
H -56.0839 -49.8184 -35.0528
H -56.6124 -52.2475 -35.9899
H -52.6133 -53.2004 -36.5295
H -51.9496 -50.6797 -35.6623
C -47.9421 -45.0633 -33.8506
C -49.3169 -45.5262 -33.4121
C -49.7216 -45.5987 -31.8742
C -48.8064 -45.0992 -30.8608
C -47.3871 -44.5864 -31.3370
C -47.0200 -44.5494 -32.8099
N -49.0474 -45.0046 -29.4775
O -50.2765 -44.8297 -29.1818
O -48.1338 -44.7629 -28.6983
H -47.6829 -44.9256 -34.7795
H -49.9680 -45.7908 -34.0373
H -50.6396 -46.0469 -31.6040
H -46.8184 -44.0462 -30.6979
H -45.9898 -44.2204 -33.2151
C -55.0419 -48.0116 -27.0302
C -53.7272 -47.5006 -27.6793
C -52.8662 -46.4960 -26.9868
C -53.3566 -45.8796 -25.6797
C -54.7888 -46.3446 -25.1415
C -55.4898 -47.4455 -25.9724
N -52.6859 -44.7191 -25.0357
O -51.5021 -44.5024 -25.3910
O -53.4056 -44.0027 -24.3832
H -55.6648 -48.8632 -27.5437
H -53.4069 -48.0623 -28.6467
H -51.8698 -46.2142 -27.2252
H -55.2734 -45.9721 -24.2074
H -56.5629 -47.6766 -25.4513
C -54.5567 -53.1801 -30.9225
C -53.6272 -51.8911 -31.0568
C -54.2253 -50.5236 -30.5538
C -55.7054 -50.4981 -30.4680
C -56.4582 -51.7493 -30.2103
C -55.8150 -53.1127 -30.4150
N -56.4465 -49.2700 -30.2451
O -57.5994 -49.2669 -30.4104
O -55.8600 -48.1593 -30.1570
H -53.9709 -54.0408 -30.9256
H -52.5883 -51.9368 -31.2947
H -53.6899 -49.6064 -30.4913
H -57.4627 -51.6493 -29.8630
H -56.3542 -54.0395 -30.2404
C -47.8156 -48.8608 -34.6915
O -46.7645 -48.1898 -34.8933
N -47.7685 -50.1029 -34.4363
C -48.9682 -50.7754 -33.8689
C -46.5744 -51.0119 -34.3398
H -48.7983 -48.2907 -34.7626
H -49.8614 -50.3735 -34.3564
H -49.0094 -50.5374 -32.8870
H -49.1560 -51.8023 -34.0833
H -46.5588 -51.6390 -35.2890
H -46.5878 -51.5231 -33.2452
H -45.7595 -50.3328 -34.5164
```

Computed properties:
- Molecular weight: 1030.0 g/mol
- Net charge: 0
- Relative energy (zero: lowest compared OMol25 entry of this formula, charge and spin): 122.02 kJ/mol
- Frontier orbital gap: 4.7 eV
- Calculated total energy: -98836.2215 eV

=====

Question: What is the net charge in the fourth record?
Answer: 0